No. 1
A cluster of 2 separate species, C6H7F in total in a non-equilibrium geometry, computed with the ωB97M-V functional and the def2-TZVPD basis.

Positions of all 14 atoms, in Å:
C 2.086 2.012 -1.199
C 1.124 1.980 -0.506
C -0.397 -0.060 1.330
C -1.380 0.447 0.523
C -1.078 -1.057 0.584
C -0.072 -1.675 -0.545
F -2.497 1.197 0.488
H 3.034 2.142 -1.631
H 0.338 1.721 0.243
H 0.465 0.292 1.984
H -1.906 -1.691 0.898
H 0.535 -0.774 -0.618
H -0.665 -1.944 -1.390
H 0.412 -2.589 -0.162

Atoms 1-2, force components in eV/Å:
0.84 0.32 -0.17
-1.87 -0.63 2.00

Output
ΔE to the lowest compared entry with this formula, charge and spin = 6.1205 eV
Multiplicity = 1
Frontier orbital gap = 9.0 eV
HOMO energy = -8.90 eV
Total charge = 0
SMILES string = C[C@H]1C=C1F.C#C


No. 2
The ion C19H25N2S with charge +1, computed with the ωB97M-V functional and the def2-TZVPD basis.

Positions of all 47 atoms, in Å:
C -3.487 -0.638 -0.171
C -2.773 0.689 -0.371
H -2.487 0.777 -1.420
N -1.544 0.791 0.459
C -1.859 1.009 1.901
C -0.844 0.336 2.806
H 0.165 0.704 2.641
H -1.102 0.532 3.842
H -0.844 -0.742 2.659
H -2.847 0.598 2.103
H -1.894 2.083 2.088
H -1.064 -0.126 0.387
C -0.545 1.795 -0.051
C -1.187 3.123 -0.422
H -1.837 3.495 0.366
H -0.405 3.862 -0.572
H -1.759 3.055 -1.343
H 0.162 1.952 0.770
C 0.254 1.198 -1.232
N 0.998 0.048 -0.803
C 0.396 -1.221 -0.746
C -0.474 -1.677 -1.737
C -1.052 -2.931 -1.646
C -0.755 -3.766 -0.581
C 0.137 -3.347 0.390
C 0.706 -2.086 0.311
S 1.810 -1.541 1.590
C 2.893 -0.558 0.580
C 4.241 -0.501 0.892
C 5.088 0.282 0.129
C 4.585 0.979 -0.957
C 3.242 0.903 -1.279
C 2.371 0.148 -0.501
H 2.876 1.427 -2.149
H 5.242 1.578 -1.567
H 6.135 0.339 0.377
H 4.611 -1.059 1.738
H 0.397 -3.987 1.218
H -1.202 -4.744 -0.514
H -1.724 -3.261 -2.423
H -0.688 -1.058 -2.595
H -0.413 0.962 -2.065
H 0.943 1.970 -1.575
H -3.430 1.523 -0.120
H -4.339 -0.683 -0.844
H -2.830 -1.473 -0.404
H -3.865 -0.760 0.840

Atoms 1-2, force components in eV/Å:
0.10 0.08 0.11
-0.54 -0.25 -0.37

Output
Multiplicity = 1
Frontier orbital gap = 8.6 eV
HOMO energy = -10.66 eV
Total charge = +1
SMILES string = CC[NH+](CC)[C@H](C)CN1c2ccccc2Sc2ccccc21


No. 3
A cluster of 2 separate species, C4H14N in total in a non-equilibrium geometry, computed with the ωB97M-V functional and the def2-TZVPD basis.

Positions of all 19 atoms, in Å:
C -0.238 -0.574 -2.845
C 0.800 0.020 -1.856
H -0.596 0.039 -3.740
H 0.404 -1.427 -3.161
H -1.020 -1.171 -2.373
H 1.752 -0.139 -2.302
H 0.538 -0.350 -0.869
H 0.948 1.051 -2.090
C -0.737 -0.091 1.513
C 0.632 -0.704 1.814
N -0.784 1.485 1.769
H -0.998 -0.281 0.449
H -1.526 -0.465 2.200
H 1.443 -0.727 1.039
H 0.654 -1.797 2.117
H -1.646 1.816 1.323
H -1.054 1.469 2.783
H 0.068 2.034 1.528
H 1.363 -0.187 2.701

Atoms 1-2, force components in eV/Å:
1.19 -1.43 -0.94
-1.39 0.66 -1.80

Output
ΔE to the lowest compared entry with this formula, charge and spin = 2.4867 eV
Multiplicity = 1
Frontier orbital gap = 10.0 eV
HOMO energy = -13.84 eV
Total charge = +1